Here is a molecular structure, C21H19F5N4ORuSTe2 from the Open Molecules 2025 dataset. Energies are from wB97M-V/def2-TZVPD.

XYZ file:
```
54
Properties=species:S:1:pos:R:3:lowdin_spin:R:1
Ru 0.164 0.752 -0.044 2.365
N -0.945 1.561 -4.129 0.000
C -0.859 1.324 -2.815 0.012
S 0.558 0.397 -2.269 0.155
N -1.821 1.725 -2.036 0.000
N -1.620 1.372 -0.732 -0.019
C -2.498 1.693 0.168 0.068
C -3.687 2.521 -0.110 0.007
C -3.816 3.742 0.547 0.006
C -4.917 4.546 0.300 0.000
C -5.899 4.122 -0.584 0.005
C -5.774 2.900 -1.233 0.000
C -4.665 2.103 -1.007 0.006
C -2.234 1.184 1.533 0.008
C -3.140 1.316 2.570 0.012
C -2.827 0.762 3.805 0.009
C -1.629 0.092 3.972 0.010
C -0.771 -0.009 2.889 0.015
N -1.074 0.517 1.707 0.043
H -0.173 1.349 -4.734 0.000
H -1.709 2.114 -4.478 0.000
H -3.043 4.070 1.232 0.000
H -5.008 5.501 0.798 0.000
H -6.763 4.746 -0.770 0.000
H -6.541 2.573 -1.922 0.000
H -4.556 1.159 -1.523 0.000
H -4.071 1.838 2.408 0.000
H -3.521 0.854 4.630 0.000
H -1.354 -0.348 4.920 0.000
H 0.181 -0.519 2.959 0.001
C 4.578 -2.593 -2.517 0.467
Te 3.150 -0.842 -0.397 0.730
C 2.108 -2.608 -1.028 0.058
C 3.064 -3.755 -0.955 0.124
C 2.812 -4.835 -0.132 -0.007
C 3.743 -5.861 0.005 0.148
C 4.963 -5.789 -0.667 -0.011
C 5.242 -4.713 -1.478 0.121
C 4.295 -3.676 -1.669 0.055
H 5.555 -2.496 -2.969 0.024
H 3.804 -1.932 -2.888 0.036
H 1.720 -2.407 -2.027 0.015
H 1.277 -2.707 -0.332 0.001
H 1.879 -4.881 0.416 -0.003
H 3.523 -6.705 0.644 0.008
H 5.694 -6.577 -0.548 -0.004
H 6.187 -4.654 -2.002 0.004
F 3.056 1.180 3.986 0.001
Te 2.981 1.800 2.162 0.002
F 4.282 0.460 1.936 0.020
F 3.520 2.179 0.338 0.006
F 4.167 3.114 2.688 0.001
F 0.642 2.571 0.620 0.267
O 1.766 -0.230 0.763 0.233
```

**Total energy**: -71677.569 eV
**HOMO-LUMO gap (spin up / spin down)**: 6.657 / 6.160 eV
**Multiplicity**: 6
**Energy above the lowest of the compared OMol25 structures with the same formula, charge and spin**: 0.0 kJ/mol
**LUMO level (spin up / spin down)**: -0.1369 / -0.2027 hartree
**Total charge**: +1
**E_HOMO (spin up / spin down)**: -10.38 / -11.67 eV

Here is a single C21H19N3O4 molecule from the Open Molecules 2025 dataset. Energies are from wB97M-V/def2-TZVPD.

XYZ file:
```
47
Properties=species:S:1:pos:R:3:nbo_charge:R:1
C 1.913 4.268 -0.306 -0.254
H 1.384 5.048 -0.852 0.203
O 1.810 3.110 -1.101 -0.496
C 2.371 1.958 -0.653 0.314
C 3.070 1.820 0.542 -0.314
C 3.582 0.586 0.903 -0.142
C 3.382 -0.530 0.103 -0.186
C 2.710 -0.382 -1.110 -0.178
C 2.218 0.846 -1.486 -0.213
H 1.707 0.974 -2.427 0.218
H 2.588 -1.229 -1.769 0.224
C 3.927 -1.853 0.514 0.671
O 5.063 -2.024 0.899 -0.587
N 3.064 -2.910 0.381 -0.619
C 1.685 -2.846 0.171 0.081
C 1.035 -3.765 -0.650 0.021
N -0.248 -3.689 -0.943 -0.441
C -0.978 -2.706 -0.425 0.361
C -0.452 -1.812 0.514 -0.267
C 0.893 -1.883 0.801 -0.172
H 1.332 -1.209 1.520 0.231
H -1.082 -1.099 1.015 0.234
N -2.294 -2.690 -0.851 -0.613
C -3.207 -1.667 -0.926 0.669
O -4.334 -1.887 -1.304 -0.567
C -2.710 -0.295 -0.607 -0.129
C -1.726 0.289 -1.391 -0.178
C -1.329 1.595 -1.163 -0.248
C -1.923 2.317 -0.145 -0.182
C -2.906 1.751 0.649 -0.298
C -3.313 0.439 0.427 0.309
O -4.230 -0.227 1.171 -0.486
C -4.950 0.479 2.153 -0.251
H -5.668 -0.234 2.556 0.206
H -5.488 1.329 1.723 0.180
H -4.296 0.828 2.958 0.173
H -3.353 2.338 1.436 0.221
H -1.622 3.338 0.038 0.213
H -0.564 2.049 -1.773 0.225
H -1.280 -0.285 -2.190 0.220
H -2.597 -3.559 -1.279 0.425
H 1.571 -4.589 -1.103 0.195
H 3.485 -3.828 0.455 0.414
H 4.131 0.479 1.826 0.229
H 3.227 2.663 1.196 0.223
H 1.441 4.125 0.671 0.178
H 2.956 4.569 -0.168 0.181
```

**SMILES string**: COc1ccc(C(=O)Nc2ccc(NC(=O)c3ccccc3OC)nc2)cc1
**Total energy**: -34746.026 eV
**HOMO-LUMO gap**: 8.857 eV
**Energy above the lowest of the compared OMol25 structures with the same formula, charge and spin**: 114.6 kJ/mol
**LUMO level**: 0.0193 hartree
**Total charge**: 0
**E_HOMO**: -8.33 eV

Here is a single C21H19N3O5S molecule from the Open Molecules 2025 dataset. Energies are from wB97M-V/def2-TZVPD.

XYZ file:
```
49
Properties=species:S:1:pos:R:3:nbo_charge:R:1
C -3.366 -0.157 -2.827 -0.242
H -4.267 -0.259 -2.219 0.183
O -2.193 -0.482 -2.104 -0.503
C -1.626 0.447 -1.285 0.266
C -0.257 0.317 -1.082 -0.220
C 0.446 1.190 -0.257 -0.080
C -0.240 2.237 0.361 -0.203
C -1.601 2.373 0.179 -0.241
C -2.305 1.483 -0.622 0.244
O -3.678 1.594 -0.715 -0.704
S -4.512 1.137 0.612 2.373
O -4.016 1.848 1.747 -0.919
O -5.883 1.269 0.245 -0.910
C -4.039 -0.573 0.702 -0.300
C -2.834 -0.901 1.292 -0.195
C -2.405 -2.215 1.250 -0.206
C -3.173 -3.195 0.625 0.019
C -4.390 -2.838 0.054 -0.210
C -4.824 -1.524 0.086 -0.204
H -5.764 -1.220 -0.349 0.244
H -4.998 -3.591 -0.425 0.216
C -2.679 -4.606 0.561 -0.632
H -2.290 -4.921 1.527 0.224
H -3.471 -5.286 0.260 0.218
H -1.868 -4.679 -0.163 0.228
H -1.461 -2.485 1.700 0.218
H -2.257 -0.132 1.779 0.244
H -2.157 3.148 0.680 0.245
H 0.291 2.932 0.993 0.220
C 1.874 1.043 -0.041 0.050
N 2.506 0.092 -0.610 -0.245
N 3.836 -0.106 -0.467 -0.428
C 4.766 0.561 0.286 0.638
O 4.515 1.487 1.028 -0.588
C 6.146 0.017 0.128 -0.188
C 6.656 -0.463 -1.076 -0.161
C 7.962 -0.921 -1.110 -0.255
C 8.708 -0.879 0.060 0.050
N 8.237 -0.415 1.204 -0.407
C 6.996 0.026 1.235 0.082
H 6.641 0.407 2.183 0.212
H 9.734 -1.224 0.083 0.197
H 8.395 -1.293 -2.025 0.224
H 6.062 -0.450 -1.980 0.218
H 4.143 -0.911 -0.999 0.395
H 2.341 1.774 0.613 0.213
H 0.265 -0.488 -1.573 0.242
H -3.318 0.860 -3.224 0.183
H -3.400 -0.870 -3.651 0.193
```

**SMILES string**: COc1cc(/C=N/NC(=O)c2cccnc2)ccc1OS(=O)(=O)c1ccc(C)cc1
**Total energy**: -47626.924 eV
**HOMO-LUMO gap**: 8.551 eV
**Energy above the lowest of the compared OMol25 structures with the same formula, charge and spin**: 274.4 kJ/mol
**LUMO level**: -0.0035 hartree
**Total charge**: 0
**E_HOMO**: -8.65 eV

Here is a molecular structure, C21H19N5OPd from the Open Molecules 2025 dataset. Energies are from wB97M-V/def2-TZVPD.

XYZ file:
```
47
Properties=species:S:1:pos:R:3:lowdin_spin:R:1
Pd -0.129 0.340 -0.261 0.091
C -2.318 2.742 2.551 0.134
C -2.279 2.085 3.778 0.010
C -1.605 0.897 3.847 0.111
C -0.965 0.351 2.704 0.018
N -1.016 1.013 1.508 0.092
C -1.680 2.172 1.463 0.018
N -0.348 -0.806 2.912 0.311
C 0.325 -1.527 2.002 0.151
N 0.521 -1.235 0.678 0.175
C 1.267 -2.253 0.121 0.131
N 1.679 -2.370 -1.140 0.254
C 1.444 -1.502 -2.127 0.017
C 1.992 -1.861 -3.385 0.074
C 1.824 -1.064 -4.481 0.013
C 1.099 0.117 -4.331 0.094
C 0.586 0.424 -3.090 0.011
N 0.737 -0.342 -2.001 0.079
C 1.553 -3.221 1.128 0.051
C 2.264 -4.428 1.097 0.010
C 2.359 -5.145 2.266 0.025
C 1.760 -4.683 3.462 0.020
C 1.061 -3.500 3.499 0.013
C 0.961 -2.764 2.310 0.049
H -2.833 3.683 2.429 0.007
H -2.766 2.500 4.650 -0.002
H -1.525 0.322 4.758 0.003
H -1.677 2.636 0.490 0.000
H 2.539 -2.792 -3.415 0.002
H 2.243 -1.341 -5.440 -0.001
H 0.929 0.792 -5.156 0.005
H 0.024 1.319 -2.933 -0.001
H 2.719 -4.775 0.178 0.000
H 2.901 -6.082 2.277 0.001
H 1.857 -5.277 4.362 0.001
H 0.601 -3.142 4.410 0.000
C -0.544 4.343 -1.571 0.001
C -1.131 3.008 -2.021 0.002
C -2.640 3.110 -2.229 0.002
O -0.849 2.027 -1.080 0.027
H -0.708 5.118 -2.325 0.000
H 0.528 4.238 -1.403 0.000
H -1.008 4.667 -0.636 0.000
H -0.701 2.812 -3.022 0.000
H -3.132 3.416 -1.303 0.000
H -3.040 2.139 -2.524 0.000
H -2.880 3.840 -3.006 0.000
```

**Total energy**: -35061.750 eV
**HOMO-LUMO gap (spin up / spin down)**: 6.167 / 4.772 eV
**Multiplicity**: 3
**LUMO level (spin up / spin down)**: 0.0136 / -0.1213 hartree
**Total charge**: 0
**E_HOMO (spin up / spin down)**: -5.80 / -8.07 eV

> What is the total energy in the fourth record?

-35061.750 eV

> Look up the total charge of the first one.

+1

> Among the records above, which one has the highest total energy?

C21H19N3O4